The following is a DFT calculation (wB97M-V/def2-TZVPD) of C23H43Cl2N4NiO7Si as an isolated structure.

```
81
Properties=species:S:1:pos:R:3:forces:R:3
C -2.22908 4.02377 -2.39739 -1.2 1.5 0.2
C -2.63014 2.91487 -1.48479 2.1 -2.0 -0.6
H -2.41415 3.81940 -3.46597 -0.1 0.0 0.5
H -1.17828 4.31537 -2.30435 -0.3 -0.1 0.3
H -2.84874 4.88065 -2.09860 0.2 0.4 -0.5
C -3.69691 2.13692 -1.64239 0.1 1.2 0.9
C -4.94976 2.76754 -2.11187 -0.5 -0.1 -0.6
H -3.68283 1.11990 -1.27079 -0.2 0.3 0.4
H -4.93106 2.91372 -3.20443 -0.3 0.0 0.2
H -5.04388 3.75145 -1.61325 -0.2 -0.5 -0.4
H -5.78708 2.12511 -1.82068 -0.1 0.3 -0.3
Ni 3.34042 0.70721 0.79897 -1.2 1.6 0.4
Cl 3.36716 2.57260 1.76124 1.3 1.0 0.8
C 0.73271 -1.07717 2.45825 0.2 0.1 0.0
O 0.73946 -1.83155 1.49180 -0.1 0.1 0.6
N -0.05955 -1.23242 3.54740 -0.1 0.0 0.0
C -0.76816 -2.48304 3.70854 -0.2 0.1 -0.1
C -0.06621 -0.31844 4.67866 0.0 -0.2 -0.3
H 1.40470 -0.19347 2.51411 -0.6 -0.4 0.2
H -0.25149 -3.26627 3.14195 -0.1 0.2 0.2
H -1.80289 -2.39655 3.35362 0.0 -0.1 -0.1
H -0.81248 -2.73088 4.77236 0.2 -0.1 -0.1
H 0.61980 0.52132 4.48298 -0.3 -0.4 0.1
H 0.23844 -0.86594 5.58827 0.1 0.3 -0.3
H -1.09176 0.06146 4.83648 0.3 0.0 -0.1
H 5.26804 -3.96775 1.52389 -0.1 -0.2 -0.2
H 5.73926 -1.81400 3.48448 0.2 -0.2 -0.4
C 5.18854 -3.18794 0.77189 -0.6 -0.3 0.4
C 6.24239 -1.73422 2.50614 0.5 0.4 0.4
N 5.25037 -1.91029 1.46820 0.7 0.1 -0.7
H 4.24082 -3.23236 0.24105 0.0 -0.3 0.1
C 4.67766 -0.91182 0.86881 -1.3 -0.3 -0.9
O 3.63069 -1.01162 0.12701 1.9 -0.7 0.0
H 6.69631 -0.73950 2.43346 0.1 -0.2 -0.2
H 5.08907 0.13435 0.96221 0.7 -0.7 0.7
H 6.00128 -3.24840 0.04595 0.1 0.0 0.1
H 6.98680 -2.52640 2.37855 0.0 0.3 0.1
H -1.95552 -0.47866 -3.97198 0.0 -0.1 -0.2
H -4.15050 -0.67551 -2.13115 0.1 -0.3 0.0
C -1.98646 -1.54590 -3.73784 0.0 0.6 0.6
C -3.74474 -1.69303 -2.03346 0.3 0.0 0.1
N -2.29864 -1.68210 -2.31346 -0.4 -1.5 -0.1
H -1.01192 -1.98516 -3.92446 0.0 -0.1 -0.1
C -1.51810 -2.56345 -1.56089 -0.1 -0.1 -0.6
O -0.40924 -2.95911 -1.84557 -0.7 0.2 0.0
H -3.92980 -2.03174 -0.99798 0.1 0.2 -0.5
H -2.05811 -2.90780 -0.66593 0.2 0.2 0.2
H -2.77691 -2.01885 -4.32859 0.2 -0.1 -0.1
H -4.27272 -2.36283 -2.74739 0.2 0.3 0.4
O -0.90304 1.42783 -1.91083 -0.3 0.5 2.1
C -1.41041 2.28657 -0.83649 0.3 -0.9 0.4
C -2.08408 0.16643 0.28585 -0.3 0.0 0.3
C -1.78448 1.51197 0.44614 -0.5 -0.3 -0.1
H -1.84788 -0.28193 -0.67917 0.0 0.1 0.5
C -2.75168 -0.53804 1.29219 0.2 0.0 -0.3
H -0.67875 3.03912 -0.52396 0.1 0.0 -0.4
C -2.06566 2.10903 1.70137 0.1 0.1 -0.8
H -2.98333 -1.58040 1.11508 0.0 -0.1 0.1
C -3.14370 0.07761 2.47203 0.1 0.2 -0.3
C -2.78789 1.40798 2.67477 0.4 0.3 -0.1
H -1.72539 3.13628 1.89061 -0.3 -0.4 -0.1
H -3.72425 -0.45974 3.21615 0.1 0.0 0.0
H -3.05579 1.89695 3.61447 0.2 -0.1 -0.3
Si 0.46227 1.39698 -2.80044 3.0 -0.3 1.4
Cl 1.31882 1.09512 0.39964 -2.0 0.0 -1.2
C 1.19684 -0.32668 -2.84680 -0.6 -1.0 -1.1
C 2.27045 2.08351 -2.55557 -0.4 1.0 0.3
C -0.03327 2.40870 -4.23770 -0.7 -0.1 -1.4
H 0.86040 -1.07597 -2.12999 -0.5 0.2 -0.1
H 2.26726 -0.28188 -2.69156 0.0 0.3 0.1
H 1.11835 -0.73869 -3.85889 -0.3 -0.4 0.0
H -0.89342 1.95863 -4.74848 0.0 0.1 -0.1
H 0.79185 2.45420 -4.93401 0.2 0.0 -0.4
H -0.32942 3.43880 -4.01394 0.3 -0.3 0.2
H 3.04230 1.39781 -2.20187 -0.5 -0.2 0.2
H 2.37531 2.95547 -1.92928 0.0 0.7 0.1
H 2.57891 2.35676 -3.56945 0.0 0.2 -0.1
O 4.30987 -2.74408 4.24815 -0.9 0.0 0.1
N 3.20510 -2.12856 4.26531 -0.9 -0.4 0.5
O 2.13399 -2.73434 4.53779 1.4 0.3 -0.2
O 3.17385 -0.89688 4.03579 0.4 -0.3 -0.1
```
Positions in Å, forces in eV/Å.

Relative energy (zero: lowest compared OMol25 entry of this formula, charge and spin): 450.32 kJ/mol
Net charge: -1
⟨S²⟩: 2.0084
E: -118805.052 eV
LUMO level (spin up / spin down): 2.4 / 2.1 eV
Spin multiplicity: 3
HOMO (spin up / spin down): -5.36 / -5.37 eV
Orbital gap (spin up / spin down): 0.2853 / 0.2751 Ha

Atomic partial charges in e from the Löwdin method, atoms 1 to 2: -0.057 -0.239

=====

The following is a DFT calculation (wB97M-V/def2-TZVPD) of one molecule with the formula C7H10O.

```
18
Properties=species:S:1:pos:R:3:forces:R:3
C 0.79149 -0.09579 -2.30668 0.0 -0.3 0.0
C 0.47952 0.27382 -0.87927 -0.3 -2.4 1.7
C -0.87381 0.69463 -0.57015 -1.9 0.1 0.9
C -1.32829 0.73773 0.71370 0.4 1.6 -0.9
C -0.31682 0.65412 1.82302 -0.2 -0.3 0.0
C 0.34137 -0.71765 1.60360 -1.0 -0.2 0.1
C 0.09914 -1.09963 0.15838 4.0 0.6 -2.0
O 0.02288 -2.20051 -0.30633 -0.8 0.3 0.3
H 0.23403 -0.97302 -2.63974 -0.1 -0.1 0.3
H 0.51048 0.69687 -2.99847 0.2 0.2 0.0
H 1.84536 -0.35085 -2.41396 0.0 0.2 -0.1
H 1.26132 0.82351 -0.35786 0.0 0.1 0.0
H -1.59206 0.64048 -1.37935 -0.2 0.3 -0.1
H -2.35574 0.98285 0.93500 -0.1 -0.1 -0.1
H -0.79022 0.70179 2.80312 0.1 0.0 0.0
H 0.41563 1.46616 1.76596 -0.1 0.0 0.0
H -0.15103 -1.47714 2.20901 0.0 0.0 0.2
H 1.40674 -0.75739 1.84002 0.0 0.0 -0.4
```
Positions in Å, forces in eV/Å.

Relative energy (zero: lowest compared OMol25 entry of this formula, charge and spin): 154.82 kJ/mol
E: -9466.956 eV
Structure (SMILES): C[C@H]1C=CCCC1=O
LUMO level: 0.9 eV
HOMO: -8.31 eV
Orbital gap: 0.3391 Ha

Atomic partial charges in e from the Löwdin method, atoms 1 to 2: -0.073 -0.245

=====

The following is a DFT calculation (wB97M-V/def2-TZVPD) of C9H20N5O3Se2Ti as an isolated structure.

```
40
Properties=species:S:1:pos:R:3:forces:R:3
Ti -0.16308 -0.17572 0.05255 0.6 0.5 0.2
C 0.48692 3.66225 -1.71903 0.0 0.0 0.0
C 0.31850 2.79956 -0.49399 0.0 -0.3 -0.1
C -0.14201 3.53148 0.74088 0.1 0.1 0.0
O -0.64882 1.64392 -0.79592 0.1 0.0 0.1
C 1.56461 1.94710 -0.25725 -0.1 -0.2 0.2
O 2.63467 1.94524 -0.68700 0.1 0.1 0.2
O 1.12574 0.77542 0.65953 -0.4 -0.2 -0.6
H -0.35812 4.34209 -1.82349 0.0 0.0 0.0
H 0.60485 3.07090 -2.62547 0.0 0.0 0.0
H 1.38784 4.26613 -1.59458 0.0 0.0 0.0
H -1.06782 4.06732 0.52975 0.0 0.0 0.0
H 0.61021 4.27975 1.00187 0.0 0.0 0.0
H -0.27669 2.87305 1.59718 0.0 0.0 0.0
H -1.48695 1.97935 -1.14596 0.0 0.1 -0.1
C -0.25501 -3.27854 2.10722 0.1 0.0 -0.1
Se 0.75341 -2.57657 0.58092 -0.1 -0.1 0.2
C -0.23221 -3.39503 -0.90454 -0.1 0.0 -0.1
C 0.40205 -2.95953 -2.21551 0.0 0.0 0.1
Se 0.93086 -1.05150 -2.17124 -0.2 0.1 -0.2
C 0.03463 -0.31834 -3.75796 0.0 -0.1 0.1
H -1.32094 -3.19497 1.91788 0.0 0.0 0.0
H 0.05499 -2.71420 2.98327 0.0 0.0 0.0
H 0.05362 -4.31687 2.20657 0.0 0.0 0.0
H -1.27855 -3.09431 -0.84083 0.0 0.0 0.0
H -0.17868 -4.47635 -0.77444 0.1 0.0 0.0
H -0.29005 -3.08764 -3.04606 0.0 0.0 0.0
H 1.32727 -3.48920 -2.43408 0.0 0.0 0.0
H 0.30694 -0.98934 -4.57033 0.0 0.0 0.0
H 0.47874 0.65919 -3.92335 0.0 0.0 0.0
H -1.04073 -0.27436 -3.62399 0.0 0.0 0.0
N -5.17420 -0.83523 0.81099 0.1 -0.2 0.0
N -3.93025 -0.58684 1.18340 0.1 0.1 0.1
N -3.64780 -0.32613 2.45594 -0.1 0.0 0.0
C -2.34520 -0.16791 2.43191 0.1 0.0 0.1
N -1.86180 -0.34209 1.18789 -0.2 0.0 0.0
N -2.91940 -0.60918 0.38306 0.1 0.0 0.0
H -5.87971 -0.67435 1.51685 -0.1 0.0 -0.1
H -5.35023 -0.92221 -0.17738 -0.1 0.1 0.0
H -1.75559 0.06517 3.30575 0.0 0.0 0.0
```
Positions in Å, forces in eV/Å.

Relative energy (zero: lowest compared OMol25 entry of this formula, charge and spin): 5.96 kJ/mol
Net charge: +3
E: -177029.127 eV
LUMO level: -12.2 eV
HOMO: -19.77 eV
Orbital gap: 0.2787 Ha

Atomic partial charges in e from the Löwdin method, atoms 1 to 2: 0.875 0.042

=====

The following is a DFT calculation (wB97M-V/def2-TZVPD) of a 2-piece molecular cluster, C3H7NO2 overall.

```
13
Properties=species:S:1:pos:R:3:forces:R:3
C -0.37241 -2.02456 0.43948 0.0 0.1 0.1
C -1.21238 -1.03392 -0.31511 -0.1 0.1 0.1
O -1.80720 -0.11131 0.19956 0.2 -0.4 -0.2
H -0.24179 -1.69217 1.47187 0.0 -0.1 -0.1
H 0.59843 -2.12501 -0.05321 -0.1 0.0 0.1
H -0.86613 -3.00418 0.43104 0.0 0.1 0.0
H -1.29100 -1.21029 -1.40680 0.0 0.1 0.1
N 1.55639 2.45641 -0.27700 0.0 0.0 -0.1
C 0.80630 1.32991 -0.32112 0.1 -0.1 -0.1
O 1.13237 0.30566 -0.89552 -0.1 0.4 0.2
H 1.20341 3.29629 0.15134 0.0 -0.2 0.0
H 2.42316 2.49521 -0.79180 -0.1 0.0 0.1
H -0.14749 1.41598 0.22647 0.1 0.0 -0.1
```
Positions in Å, forces in eV/Å.

Relative energy (zero: lowest compared OMol25 entry of this formula, charge and spin): 95.51 kJ/mol
E: -8809.539 eV
Structure (SMILES): CC=O.NC=O
LUMO level: 1.0 eV
HOMO: -9.62 eV
Orbital gap: 0.3889 Ha

Atomic partial charges in e from the Löwdin method, atoms 1 to 2: -0.061 -0.342

=====

The following is a DFT calculation (wB97M-V/def2-TZVPD) of one molecule with the formula C2HF3O2.

```
8
Properties=species:S:1:pos:R:3:forces:R:3
O 1.82409 -0.20567 -0.28573 -0.1 -0.9 0.3
O 1.05139 0.55737 0.61670 -3.3 0.2 -0.5
C -0.35474 0.57879 0.15451 2.0 -3.5 1.5
F -0.79952 1.79059 0.03833 -0.7 0.6 -0.3
C -1.04107 -0.61284 0.13807 1.7 2.7 0.2
F -2.28714 -0.83423 -0.14086 -0.9 0.6 -0.4
F -0.44732 -1.73948 0.38758 0.7 -0.5 0.2
H 2.05431 0.46547 -0.90859 0.6 0.7 -1.0
```
Positions in Å, forces in eV/Å.

Relative energy (zero: lowest compared OMol25 entry of this formula, charge and spin): 530.87 kJ/mol
E: -14332.802 eV
Structure (SMILES): OOC(F)=C(F)F
LUMO level: 0.6 eV
HOMO: -9.70 eV
Orbital gap: 0.3804 Ha

Atomic partial charges in e from the Löwdin method, atoms 1 to 2: 0.002 -0.055

=====

The following is a DFT calculation (wB97M-V/def2-TZVPD) of C4H5NO2S as an isolated structure.

```
13
Properties=species:S:1:pos:R:3:forces:R:3
C -0.28246 1.48778 -1.07043 -2.6 3.6 -2.1
C 0.39328 0.51360 -0.24416 0.0 1.6 2.9
C 0.43376 -1.36023 1.33065 0.2 -0.3 2.2
C 0.10759 -0.94926 -0.12526 0.4 0.1 1.3
H -2.12223 1.60857 -2.15552 2.3 -0.6 1.1
H -0.32950 -1.03010 2.21530 1.0 -1.4 -2.7
H 0.70146 -2.54773 1.43602 -0.2 3.3 -0.1
H 0.77054 -1.41595 -0.84677 -0.3 -0.8 -0.1
H -0.93423 -1.16156 -0.20148 -0.7 -0.2 -1.1
N 1.05339 1.10254 0.75447 -1.3 -0.4 -4.0
O -1.41391 0.97462 -1.79502 0.3 0.3 0.5
O -0.02540 2.68617 -1.08636 -0.4 -2.4 -0.2
S 1.64772 0.09155 1.78856 1.1 -2.8 2.3
```
Positions in Å, forces in eV/Å.

Relative energy (zero: lowest compared OMol25 entry of this formula, charge and spin): 278.48 kJ/mol
E: -20647.293 eV
LUMO level: -0.3 eV
HOMO: -8.67 eV
Orbital gap: 0.3062 Ha

Atomic partial charges in e from the Löwdin method, atoms 1 to 2: -0.415 -0.311